No. 1
Formula: C9H11Br3F6MgN2SbSe4
Source: OMol25
Level of theory: the ωB97M-V functional and the def2-TZVPD basis

**E**: -18826.62899 Eh
**Largest force on an atom**: 1.9 eV/Å
**ΔE to the lowest compared entry with this formula, charge and spin**: 50.29 kJ/mol
**2S+1**: 2
**Expectation value of S²**: 0.7564

Atoms and positions in Å:
Mg: -0.846 -0.672 0.290
Br: -2.364 2.538 -2.436
C: -3.769 2.361 -1.127
Br: -3.672 0.689 -0.130
H: -4.723 2.380 -1.648
H: -3.672 3.177 -0.411
Se: -1.947 -2.783 1.447
Se: -2.346 -2.550 3.638
Se: -1.171 -0.619 4.464
Se: 0.226 0.055 2.844
F: -1.001 -0.223 -1.541
Sb: -1.296 -1.912 -2.471
F: -2.786 -2.129 -1.315
F: -0.172 -2.724 -1.135
F: -1.599 -3.612 -3.199
F: 0.265 -1.481 -3.447
F: -2.382 -0.960 -3.671
Br: -1.854 2.926 1.986
C: -0.259 2.891 0.957
C: 0.712 3.844 1.214
C: 1.842 3.831 0.415
C: 1.922 2.905 -0.614
C: 0.882 2.006 -0.785
N: -0.181 1.972 0.015
H: 0.583 4.557 2.012
H: 2.634 4.542 0.586
H: 2.773 2.881 -1.274
H: 0.884 1.298 -1.601
C: 2.396 -3.735 1.036
C: 3.157 -2.437 0.726
C: 2.206 -1.471 0.269
N: 1.376 -0.741 -0.032
H: 3.078 -4.471 1.453
H: 1.946 -4.139 0.133
H: 1.601 -3.543 1.755
H: 3.924 -2.605 -0.036
H: 3.632 -2.044 1.633

Let us look at the Mulliken charges, expressed in e, one per atom: atom 1 (Mg): 1.450, atom 2 (Br): -0.089, atom 3 (C): -0.549, atom 4 (Br): -0.006, atom 5 (H): 0.412, atom 6 (H): 0.308, atom 7 (Se): -0.111, atom 8 (Se): -0.044, atom 9 (Se): -0.023, atom 10 (Se): -0.302, atom 11 (F): -0.555, atom 12 (Sb): 2.424, atom 13 (F): -0.534, atom 14 (F): -0.669, atom 15 (F): -0.528, atom 16 (F): -0.563, atom 17 (F): -0.531, atom 18 (Br): -0.068, atom 19 (C): 0.043, atom 20 (C): -0.602, atom 21 (C): -0.329, atom 22 (C): -0.834, atom 23 (C): -0.236, atom 24 (N): 0.252, atom 25 (H): 0.445, atom 26 (H): 0.402, atom 27 (H): 0.440, atom 28 (H): 0.429, atom 29 (C): -0.999, atom 30 (C): -0.269, atom 31 (C): 0.081, atom 32 (N): -0.267, atom 33 (H): 0.373, atom 34 (H): 0.267, atom 35 (H): 0.236, atom 36 (H): 0.288, atom 37 (H): 0.257

---

No. 2
Formula: C9H11BrN4O2
Source: OMol25
Level of theory: the ωB97M-V functional and the def2-TZVPD basis

**E**: -3292.76956 Eh
**Largest force on an atom**: 8.6 eV/Å
**2S+1**: 1

Atoms and positions in Å:
C: 1.029 -1.451 2.488
C: 0.305 -1.762 1.281
C: -1.208 -1.270 1.009
C: -1.368 -0.317 -0.261
N: -0.485 -0.036 -1.370
N: 0.771 -0.577 -1.587
C: 1.725 0.168 -1.024
C: 3.285 -0.091 -1.395
C: 1.450 1.379 0.007
N: -0.959 0.875 -2.282
C: -2.246 1.304 -1.804
Br: -3.536 2.608 -2.505
N: -2.470 0.559 -0.579
C: -3.588 0.558 0.415
O: -4.609 -0.186 0.318
O: -3.457 1.480 1.461
H: 1.490 -2.316 3.102
H: 1.220 -0.389 2.875
H: 0.885 -2.385 0.496
H: -1.922 -2.179 0.996
H: -1.489 -0.624 1.932
H: 3.545 -1.201 -1.446
H: 3.519 0.504 -2.342
H: 3.915 0.359 -0.534
H: 2.425 1.551 0.594
H: 0.639 1.153 0.780
H: 1.132 2.286 -0.623

Let us look at the Mulliken charges, expressed in e, one per atom: atom 1 (C): -0.596, atom 2 (C): -0.446, atom 3 (C): -0.336, atom 4 (C): 0.144, atom 5 (N): 1.331, atom 6 (N): -1.076, atom 7 (C): 0.812, atom 8 (C): -0.913, atom 9 (C): -1.097, atom 10 (N): -0.870, atom 11 (C): 0.297, atom 12 (Br): -0.019, atom 13 (N): 0.323, atom 14 (C): 0.254, atom 15 (O): -0.583, atom 16 (O): -0.637, atom 17 (H): 0.245, atom 18 (H): 0.246, atom 19 (H): 0.364, atom 20 (H): 0.413, atom 21 (H): 0.327, atom 22 (H): 0.308, atom 23 (H): 0.275, atom 24 (H): 0.294, atom 25 (H): 0.383, atom 26 (H): 0.255, atom 27 (H): 0.302

---

No. 3
Formula: C9H11Cl3NO3PS
Source: OMol25
Level of theory: the ωB97M-V functional and the def2-TZVPD basis

**E**: -2750.25574 Eh
**Largest force on an atom**: 1.0 eV/Å
**Structure (SMILES)**: CCOP(=S)(OCC)Oc1nc(Cl)c(Cl)cc1Cl
**2S+1**: 1

Atoms and positions in Å:
C: -1.585 -1.196 -2.653
C: -2.256 0.154 -2.478
H: -2.009 0.832 -3.299
H: -3.343 0.026 -2.418
O: -1.803 0.825 -1.304
P: -2.306 0.327 0.132
O: -2.071 1.571 1.062
C: -1.277 2.745 0.815
C: -0.374 2.987 2.009
H: 0.320 2.158 2.126
H: 0.190 3.903 1.858
H: -0.968 3.077 2.915
H: -1.980 3.572 0.684
H: -0.693 2.607 -0.095
S: -4.054 -0.480 0.229
O: -1.196 -0.820 0.598
C: 0.115 -0.694 0.398
N: 0.598 0.493 0.097
C: 1.891 0.653 -0.116
C: 2.798 -0.401 -0.032
C: 2.303 -1.662 0.288
C: 0.946 -1.822 0.506
Cl: 0.268 -3.348 0.889
H: 2.970 -2.506 0.362
Cl: 4.473 -0.162 -0.313
Cl: 2.402 2.236 -0.500
H: -0.502 -1.088 -2.641
H: -1.885 -1.863 -1.846
H: -1.888 -1.634 -3.600

Let us look at the Mulliken charges, expressed in e, one per atom: atom 1 (C): -0.984, atom 2 (C): -0.404, atom 3 (H): 0.301, atom 4 (H): 0.376, atom 5 (O): -0.352, atom 6 (P): 0.591, atom 7 (O): -0.358, atom 8 (C): 0.049, atom 9 (C): -1.172, atom 10 (H): 0.221, atom 11 (H): 0.340, atom 12 (H): 0.355, atom 13 (H): 0.389, atom 14 (H): 0.216, atom 15 (S): -0.413, atom 16 (O): -0.434, atom 17 (C): 0.268, atom 18 (N): 0.000, atom 19 (C): 0.043, atom 20 (C): 0.065, atom 21 (C): -0.332, atom 22 (C): 0.343, atom 23 (Cl): -0.171, atom 24 (H): 0.471, atom 25 (Cl): -0.191, atom 26 (Cl): -0.146, atom 27 (H): 0.245, atom 28 (H): 0.251, atom 29 (H): 0.433

---

No. 4
Formula: C9H11F2N4PtSSe
Source: OMol25
Level of theory: the ωB97M-V functional and the def2-TZVPD basis

**E**: -3687.24240 Eh
**Largest force on an atom**: 0.8 eV/Å
**ΔE to the lowest compared entry with this formula, charge and spin**: 137.93 kJ/mol
**2S+1**: 1
**Charge**: -1

Atoms and positions in Å:
Pt: -0.402 0.117 -0.896
C: 3.773 -1.140 0.531
C: 2.343 -1.157 0.089
N: 1.725 -0.102 -0.322
N: 2.458 1.055 -0.214
C: 2.314 2.136 -1.038
N: 2.664 3.293 -0.345
S: 1.912 2.102 -2.612
C: 1.582 -2.455 0.083
C: 2.190 -3.710 0.097
C: 1.365 -4.824 0.076
C: -0.012 -4.661 0.019
C: -0.522 -3.371 -0.022
N: 0.270 -2.311 0.033
H: 3.892 -0.633 1.495
H: 4.399 -0.608 -0.190
H: 4.163 -2.144 0.663
H: 2.995 1.179 0.627
H: 2.203 3.363 0.554
H: 2.517 4.109 -0.920
H: 3.263 -3.835 0.100
H: 1.801 -5.815 0.088
H: -0.681 -5.511 -0.001
H: -1.579 -3.145 -0.120
F: 0.414 1.646 1.420
C: -0.748 1.226 0.696
F: -1.489 0.601 1.681
H: -1.258 2.164 0.478
Se: -2.401 0.226 -2.053

Let us look at the Mulliken charges, expressed in e, one per atom: atom 1 (Pt): 0.435, atom 2 (C): -1.432, atom 3 (C): 0.695, atom 4 (N): -0.248, atom 5 (N): -0.139, atom 6 (C): 0.022, atom 7 (N): -0.569, atom 8 (S): -0.278, atom 9 (C): 0.656, atom 10 (C): -0.748, atom 11 (C): -0.387, atom 12 (C): -0.609, atom 13 (C): -0.314, atom 14 (N): -0.134, atom 15 (H): 0.339, atom 16 (H): 0.371, atom 17 (H): 0.301, atom 18 (H): 0.361, atom 19 (H): 0.262, atom 20 (H): 0.275, atom 21 (H): 0.217, atom 22 (H): 0.394, atom 23 (H): 0.372, atom 24 (H): 0.438, atom 25 (F): -0.327, atom 26 (C): -0.078, atom 27 (F): -0.275, atom 28 (H): 0.202, atom 29 (Se): -0.802

---

No. 5
Formula: C9H11F3
Source: OMol25
Level of theory: the ωB97M-V functional and the def2-TZVPD basis

**E**: -648.96904 Eh
**Largest force on an atom**: 4.2 eV/Å
**Structure (SMILES)**: C[C@@H]1C2(C=C2)[C@]1(C)C(F)(F)CF
**ΔE to the lowest compared entry with this formula, charge and spin**: 0.00 kJ/mol
**2S+1**: 1

Atoms and positions in Å:
C: 1.473 -2.093 -0.941
C: 2.205 -1.882 0.128
C: 1.095 0.655 -0.399
C: 1.164 -0.844 -0.192
C: 0.109 -0.116 0.502
C: 0.517 1.170 -1.706
C: 0.265 0.350 1.951
C: -2.264 0.694 0.214
C: -1.274 -0.451 0.051
F: -3.277 0.578 -0.655
F: -1.404 -0.900 -1.197
F: -1.678 -1.573 0.748
H: 1.154 -2.828 -1.621
H: 3.076 -2.113 0.749
H: 1.709 1.374 0.170
H: 1.156 2.009 -1.984
H: -0.593 1.464 -1.633
H: 0.394 0.475 -2.604
H: -0.326 -0.284 2.711
H: -0.315 1.326 2.183
H: 1.264 0.580 2.235
H: -2.693 0.721 1.261
H: -1.755 1.687 0.028

Let us look at the Mulliken charges, expressed in e, one per atom: atom 1 (C): -0.659, atom 2 (C): -0.688, atom 3 (C): 0.021, atom 4 (C): 0.342, atom 5 (C): 1.280, atom 6 (C): -1.368, atom 7 (C): -1.817, atom 8 (C): -0.671, atom 9 (C): 0.704, atom 10 (F): -0.316, atom 11 (F): -0.326, atom 12 (F): -0.361, atom 13 (H): 0.407, atom 14 (H): 0.365, atom 15 (H): 0.433, atom 16 (H): 0.416, atom 17 (H): 0.214, atom 18 (H): 0.254, atom 19 (H): 0.354, atom 20 (H): 0.321, atom 21 (H): 0.430, atom 22 (H): 0.314, atom 23 (H): 0.352

---

No. 6
Formula: C9H11IN3O
Source: OMol25
Level of theory: the ωB97M-V functional and the def2-TZVPD basis

**E**: -886.33576 Eh
**Largest force on an atom**: 3.4 eV/Å
**ΔE to the lowest compared entry with this formula, charge and spin**: 520.39 kJ/mol
**2S+1**: 1
**Charge**: +1

Atoms and positions in Å:
C: 1.711 -1.683 -2.743
C: 0.798 -2.188 -1.664
C: 1.431 -0.410 -2.920
C: -0.095 -1.150 -1.377
C: -0.857 -1.209 -0.116
C: -0.163 1.192 -1.957
C: -1.266 -0.211 2.181
C: -0.612 0.896 2.949
C: 0.255 0.953 0.746
N: 0.287 -0.049 -2.179
N: -0.566 -0.190 0.821
N: -0.280 1.826 1.862
O: -1.543 -2.150 0.227
I: 2.379 0.522 1.177
H: 2.222 -2.290 -3.479
H: 0.756 -3.215 -1.346
H: 1.963 0.270 -3.595
H: -1.240 1.319 -1.657
H: 0.152 2.204 -2.233
H: -1.388 -1.252 2.678
H: -2.275 0.085 1.880
H: -1.165 1.376 3.763
H: 0.345 0.577 3.462
H: -1.290 2.263 1.663
H: 0.440 2.513 1.857

Let us look at the Mulliken charges, expressed in e, one per atom: atom 1 (C): -0.631, atom 2 (C): -0.348, atom 3 (C): -0.297, atom 4 (C): 0.005, atom 5 (C): 0.393, atom 6 (C): -0.186, atom 7 (C): -0.569, atom 8 (C): -0.502, atom 9 (C): -1.031, atom 10 (N): 0.238, atom 11 (N): 0.478, atom 12 (N): -0.083, atom 13 (O): -0.574, atom 14 (I): 0.065, atom 15 (H): 0.405, atom 16 (H): 0.475, atom 17 (H): 0.382, atom 18 (H): 0.290, atom 19 (H): 0.362, atom 20 (H): 0.348, atom 21 (H): 0.346, atom 22 (H): 0.403, atom 23 (H): 0.255, atom 24 (H): 0.378, atom 25 (H): 0.400

---

Q: Which formula does entry 2 have?
A: C9H11BrN4O2

---

Q: Look up the largest force on an atom of the fourth one.
A: 0.8 eV/Å

---

Q: What is the formula in the third record?
A: C9H11Cl3NO3PS

---

Q: What is the formula in the fourth record?
A: C9H11F2N4PtSSe